# 1
{"formula": "C25H54FNO13", "method": "ωB97M-V with the def2-TZVPD basis set", "symbols": ["C", "C", "O", "O", "C", "N", "C", "C", "C", "F", "C", "O", "O", "H", "H", "H", "H", "H", "H", "H", "H", "H", "H", "H", "H", "C", "O", "C", "C", "O", "C", "C", "O", "C", "H", "H", "H", "H", "H", "H", "H", "H", "H", "H", "H", "H", "H", "H", "C", "O", "C", "C", "O", "C", "C", "O", "C", "H", "H", "H", "H", "H", "H", "H", "H", "H", "H", "H", "H", "H", "H", "C", "O", "C", "C", "O", "C", "C", "O", "C", "H", "H", "H", "H", "H", "H", "H", "H", "H", "H", "H", "H", "H", "H"], "coordinates": [[-3.198, 2.145, 1.951], [-4.590, 2.248, 1.132], [-4.642, 1.678, 0.016], [-5.667, 3.003, 1.664], [-6.906, 2.253, 1.693], [-8.082, 3.174, 1.735], [-9.083, 2.822, 0.652], [-9.967, 1.537, 1.019], [-10.735, 1.637, 2.416], [-10.955, 0.279, 2.889], [-7.701, 4.575, 1.425], [-7.396, 4.914, 0.249], [-7.711, 5.613, 2.392], [-3.392, 1.475, 2.868], [-2.379, 1.706, 1.277], [-2.828, 3.179, 2.274], [-7.013, 1.484, 0.846], [-6.888, 1.629, 2.668], [-8.602, 2.667, -0.369], [-9.802, 3.724, 0.611], [-10.774, 1.458, 0.196], [-9.286, 0.625, 0.965], [-10.131, 2.218, 3.204], [-11.782, 2.103, 2.287], [-7.144, 5.367, 3.156], [-0.051, 2.450, -6.948], [-0.906, 1.905, -5.963], [-0.804, 0.486, -5.892], [-1.424, -0.027, -4.598], [-0.546, 0.085, -3.477], [-0.377, 1.404, -2.955], [-1.589, 1.889, -2.167], [-2.582, 2.397, -3.048], [-3.830, 2.563, -2.398], [-0.290, 2.041, -7.935], [-0.198, 3.531, -6.969], [0.996, 2.246, -6.700], [0.247, 0.180, -5.943], [-1.348, 0.069, -6.748], [-1.607, -1.100, -4.714], [-2.389, 0.441, -4.391], [-0.092, 2.105, -3.740], [0.468, 1.333, -2.264], [-1.286, 2.705, -1.498], [-1.998, 1.063, -1.574], [-4.211, 1.599, -2.057], [-4.538, 2.979, -3.117], [-3.736, 3.253, -1.554], [3.750, 0.219, -1.893], [4.329, 0.719, -0.703], [4.356, 2.143, -0.679], [4.617, 2.645, 0.737], [3.440, 2.659, 1.547], [2.993, 1.383, 2.006], [3.862, 0.814, 3.121], [5.015, 0.181, 2.576], [5.994, -0.081, 3.565], [4.309, 0.566, -2.769], [3.785, -0.870, -1.862], [2.703, 0.531, -1.968], [3.403, 2.545, -1.042], [5.167, 2.473, -1.338], [4.934, 3.689, 0.671], [5.425, 2.095, 1.224], [2.882, 0.683, 1.176], [1.993, 1.560, 2.414], [3.294, 0.056, 3.675], [4.160, 1.617, 3.803], [6.357, 0.856, 3.999], [6.834, -0.588, 3.087], [5.588, -0.729, 4.349], [6.800, -7.132, 3.526], [6.420, -6.186, 2.547], [6.971, -6.488, 1.268], [6.252, -5.700, 0.180], [5.018, -6.299, -0.218], [3.935, -6.150, 0.701], [3.351, -4.742, 0.709], [4.131, -3.887, 1.536], [3.820, -2.520, 1.329], [7.890, -7.169, 3.624], [6.370, -6.829, 4.481], [6.412, -8.124, 3.269], [6.883, -7.561, 1.064], [8.030, -6.204, 1.286], [6.880, -5.712, -0.716], [6.111, -4.653, 0.457], [4.218, -6.481, 1.701], [3.160, -6.835, 0.344], [2.334, -4.771, 1.121], [3.319, -4.351, -0.314], [4.060, -2.228, 0.302], [4.430, -1.923, 2.008], [2.762, -2.329, 1.541]], "e_homo_ev": -9.1, "smiles": "CC(=O)OCN(CCCF)C(=O)O.COCCOCCOC.COCCOCCOC.COCCOCCOC"}


# 2
{"formula": "C25H54GeN6O5RuSSi3", "method": "ωB97M-V with the def2-TZVPD basis set", "symbols": ["Ru", "N", "C", "C", "C", "C", "N", "C", "N", "N", "C", "O", "O", "H", "H", "H", "H", "H", "H", "H", "H", "H", "H", "H", "H", "H", "H", "C", "C", "C", "O", "C", "O", "O", "H", "H", "H", "H", "H", "H", "H", "N", "C", "S", "C", "C", "C", "N", "C", "C", "H", "H", "H", "H", "H", "H", "C", "Si", "C", "C", "Ge", "Si", "C", "C", "C", "Si", "C", "C", "C", "H", "H", "H", "H", "H", "H", "H", "H", "H", "H", "H", "H", "H", "H", "H", "H", "H", "H", "H", "H", "H", "H", "H", "H", "H", "H", "H"], "coordinates": [[-0.978, -0.778, 0.418], [1.067, -1.991, 0.918], [2.112, -1.119, 1.481], [3.523, -1.739, 1.569], [4.342, -1.776, 0.264], [5.757, -1.233, 0.447], [5.720, 0.180, 0.817], [6.763, 0.999, 0.766], [7.980, 0.538, 0.482], [6.586, 2.302, 0.987], [2.117, 0.202, 0.722], [2.918, 1.082, 0.962], [1.203, 0.253, -0.209], [0.884, -2.747, 1.571], [1.416, -2.424, 0.064], [1.822, -0.871, 2.506], [3.400, -2.751, 1.959], [4.075, -1.201, 2.342], [3.845, -1.228, -0.539], [4.451, -2.803, -0.087], [6.322, -1.350, -0.480], [6.260, -1.809, 1.231], [4.813, 0.581, 1.064], [8.167, -0.449, 0.455], [8.777, 1.153, 0.467], [5.670, 2.667, 1.187], [7.369, 2.927, 1.091], [-4.374, -0.457, 1.810], [-3.824, 0.817, 1.178], [-4.526, 2.061, 1.677], [-2.395, 0.905, 1.429], [-3.836, 0.666, -0.336], [-4.707, 1.350, -0.969], [-3.018, -0.098, -0.856], [-4.295, -0.394, 2.895], [-3.824, -1.341, 1.462], [-5.424, -0.595, 1.554], [-4.456, 2.117, 2.764], [-5.581, 2.027, 1.414], [-4.094, 2.962, 1.243], [-2.261, 1.272, 2.314], [-0.625, -1.270, 7.729], [0.158, -0.546, 6.923], [1.431, 0.349, 7.423], [-0.162, -0.629, 5.462], [0.130, 0.454, 4.632], [-0.104, 0.352, 3.280], [-0.591, -0.760, 2.700], [-0.876, -1.796, 3.493], [-0.690, -1.770, 4.866], [-0.436, -1.259, 8.721], [-1.457, -1.740, 7.417], [0.556, 1.351, 5.057], [0.128, 1.185, 2.623], [-1.263, -2.687, 3.012], [-0.913, -2.660, 5.436], [-5.534, -0.021, -3.362], [-4.944, 1.603, -2.708], [-6.190, 2.957, -2.706], [-3.286, 2.150, -3.364], [-0.172, 0.830, -1.476], [-0.762, -1.858, -1.857], [-1.662, -3.056, -0.642], [-1.874, -1.621, -3.331], [0.877, -2.590, -2.393], [1.380, 1.530, -3.362], [3.001, 0.656, -3.121], [1.455, 3.319, -2.848], [0.541, 1.214, -4.990], [-6.484, -0.294, -2.902], [-4.820, -0.824, -3.177], [-5.698, 0.035, -4.438], [-7.088, 2.662, -2.163], [-6.493, 3.207, -3.722], [-5.793, 3.863, -2.247], [-3.349, 2.327, -4.438], [-2.521, 1.394, -3.198], [-2.986, 3.088, -2.893], [-2.641, -2.703, -0.296], [-1.089, -3.449, 0.202], [-1.872, -3.905, -1.299], [-2.844, -1.222, -3.052], [-2.024, -2.597, -3.798], [-1.430, -0.971, -4.082], [1.232, -3.376, -1.729], [1.659, -1.841, -2.499], [0.737, -3.055, -3.370], [3.368, 0.787, -2.105], [3.714, 1.126, -3.803], [2.964, -0.403, -3.365], [1.810, 3.425, -1.822], [0.479, 3.797, -2.928], [2.145, 3.867, -3.495], [-0.089, 0.329, -4.993], [1.298, 1.070, -5.761], [-0.071, 2.069, -5.275]], "charge": 3, "relative_energy_kcal_mol": 0.0, "multiplicity": 6, "e_homo_ev": [-14.6, -14.6]}


# 3
{"formula": "C25H55ClO11S4Si2", "method": "ωB97M-V with the def2-TZVPD basis set", "symbols": ["C", "C", "O", "C", "Si", "O", "Si", "Cl", "C", "C", "C", "C", "C", "O", "C", "H", "H", "H", "H", "H", "H", "H", "H", "H", "H", "H", "H", "H", "H", "H", "H", "H", "H", "H", "H", "H", "H", "H", "C", "C", "C", "S", "O", "O", "C", "H", "H", "H", "H", "H", "H", "H", "H", "C", "C", "C", "S", "O", "O", "C", "H", "H", "H", "H", "H", "H", "H", "H", "C", "C", "C", "S", "O", "O", "C", "H", "H", "H", "H", "H", "H", "H", "H", "C", "C", "C", "S", "O", "O", "C", "H", "H", "H", "H", "H", "H", "H", "H"], "coordinates": [[-2.721, 0.372, 0.255], [-2.092, -0.999, 0.739], [-2.229, -2.055, -0.204], [-1.402, -1.856, -1.356], [0.329, -2.640, -1.255], [1.467, -1.672, -0.353], [2.783, -1.121, -1.295], [2.691, 0.989, -1.493], [4.480, -1.529, -0.550], [5.661, -1.016, -1.484], [6.844, -0.358, -0.691], [6.725, 1.192, -0.509], [6.691, 2.003, -1.842], [7.924, 1.892, -2.581], [8.239, 3.156, -3.169], [-3.437, 0.807, 0.983], [-1.864, 1.092, 0.174], [-3.155, 0.282, -0.773], [-2.695, -1.309, 1.634], [-1.047, -0.877, 1.124], [-1.280, -0.790, -1.668], [-1.929, -2.363, -2.206], [0.263, -4.018, -0.718], [0.794, -2.799, -2.652], [2.760, -1.717, -2.641], [4.629, -1.143, 0.485], [4.527, -2.649, -0.488], [5.264, -0.342, -2.282], [6.068, -1.933, -1.977], [6.838, -0.800, 0.340], [7.824, -0.636, -1.144], [5.834, 1.499, 0.096], [7.626, 1.521, 0.069], [6.567, 3.080, -1.559], [5.810, 1.743, -2.483], [8.812, 3.030, -4.119], [8.854, 3.775, -2.468], [7.325, 3.743, -3.436], [-7.046, 2.545, 4.718], [-5.967, 1.752, 5.460], [-5.256, 0.868, 4.430], [-5.395, 1.720, 2.861], [-6.213, 0.924, 1.975], [-4.094, 2.212, 2.467], [-6.372, 3.087, 3.463], [-7.453, 3.349, 5.332], [-7.870, 1.880, 4.442], [-5.243, 2.452, 5.909], [-6.391, 1.151, 6.268], [-4.203, 0.733, 4.672], [-5.742, -0.102, 4.329], [-7.077, 3.403, 2.696], [-5.689, 3.901, 3.705], [-0.965, 5.056, 7.064], [-1.503, 3.980, 8.011], [-3.023, 4.157, 8.091], [-3.522, 4.889, 6.534], [-4.033, 6.214, 6.789], [-4.270, 3.914, 5.765], [-1.881, 5.033, 5.847], [0.073, 4.869, 6.787], [-1.014, 6.034, 7.551], [-1.269, 2.991, 7.608], [-1.048, 4.046, 9.000], [-3.535, 3.205, 8.222], [-3.305, 4.843, 8.889], [-1.814, 5.934, 5.239], [-1.699, 4.150, 5.232], [-6.777, -4.245, -2.660], [-6.501, -3.547, -1.325], [-5.007, -3.210, -1.283], [-4.493, -3.007, -2.987], [-3.557, -4.058, -3.315], [-4.198, -1.615, -3.236], [-6.072, -3.406, -3.719], [-7.846, -4.327, -2.861], [-6.358, -5.255, -2.642], [-7.088, -2.626, -1.268], [-6.787, -4.169, -0.477], [-4.814, -2.287, -0.739], [-4.425, -4.023, -0.851], [-5.921, -3.936, -4.658], [-6.602, -2.469, -3.897], [5.653, -1.680, -6.627], [6.462, -2.774, -7.331], [7.029, -3.695, -6.247], [5.888, -3.606, -4.868], [6.563, -2.990, -3.750], [5.189, -4.863, -4.742], [4.790, -2.401, -5.598], [5.045, -1.110, -7.330], [6.331, -0.984, -6.125], [5.805, -3.344, -7.993], [7.259, -2.354, -7.946], [7.099, -4.727, -6.587], [8.003, -3.353, -5.899], [4.399, -1.741, -4.825], [3.974, -2.943, -6.077]], "e_homo_ev": -8.8}


# 4
{"formula": "C25H55NO9", "method": "ωB97M-V with the def2-TZVPD basis set", "symbols": ["C", "O", "C", "C", "C", "C", "C", "C", "C", "C", "C", "C", "C", "N", "C", "O", "O", "H", "H", "H", "H", "H", "H", "H", "H", "H", "H", "H", "H", "H", "H", "H", "H", "H", "H", "H", "H", "H", "H", "H", "H", "H", "H", "H", "C", "O", "C", "C", "O", "C", "C", "O", "C", "H", "H", "H", "H", "H", "H", "H", "H", "H", "H", "H", "H", "H", "H", "C", "O", "C", "C", "O", "C", "C", "O", "C", "H", "H", "H", "H", "H", "H", "H", "H", "H", "H", "H", "H", "H", "H"], "coordinates": [[-0.531, -2.643, -2.393], [-0.301, -3.673, -3.378], [0.845, -3.362, -4.219], [1.331, -4.747, -4.924], [2.928, -4.872, -4.835], [3.472, -6.226, -4.169], [2.675, -6.725, -2.873], [2.359, -5.589, -1.782], [0.844, -5.852, -1.267], [0.716, -7.091, -0.261], [1.735, -7.070, 0.972], [1.909, -5.645, 1.690], [3.460, -5.298, 1.920], [3.748, -3.822, 1.904], [4.052, -3.349, 0.517], [5.216, -3.433, 0.045], [2.962, -2.808, -0.261], [-1.634, -2.625, -2.110], [-0.221, -1.625, -2.803], [0.059, -2.825, -1.415], [1.672, -2.877, -3.599], [0.505, -2.579, -4.993], [1.074, -4.603, -6.040], [0.765, -5.645, -4.508], [3.370, -3.999, -4.242], [3.380, -4.823, -5.897], [4.609, -6.163, -3.981], [3.351, -7.052, -4.970], [1.712, -7.308, -3.108], [3.365, -7.490, -2.348], [2.452, -4.519, -2.167], [3.105, -5.668, -0.903], [0.194, -6.060, -2.199], [0.376, -4.907, -0.797], [0.974, -8.034, -0.879], [-0.381, -7.207, 0.042], [1.364, -7.798, 1.788], [2.760, -7.466, 0.656], [1.428, -4.766, 1.150], [1.421, -5.713, 2.721], [3.766, -5.783, 2.915], [4.054, -5.807, 1.085], [4.642, -3.716, 2.411], [3.125, -1.863, -0.477], [2.542, -0.119, 2.280], [1.504, 0.830, 2.123], [1.634, 1.924, 3.027], [0.875, 3.137, 2.503], [1.591, 3.858, 1.500], [1.664, 3.236, 0.215], [0.345, 3.277, -0.546], [-0.527, 2.249, -0.084], [-1.880, 2.516, -0.398], [2.531, -0.534, 3.292], [2.383, -0.925, 1.562], [3.513, 0.343, 2.067], [2.689, 2.184, 3.165], [1.208, 1.610, 3.987], [0.755, 3.841, 3.333], [-0.128, 2.876, 2.162], [2.062, 2.222, 0.292], [2.396, 3.823, -0.347], [0.530, 3.100, -1.612], [-0.122, 4.260, -0.416], [-2.208, 3.440, 0.088], [-2.487, 1.693, -0.013], [-2.027, 2.584, -1.479], [-6.454, 7.544, 4.361], [-5.747, 7.033, 3.247], [-6.608, 6.758, 2.146], [-5.815, 6.736, 0.845], [-5.544, 8.040, 0.329], [-4.551, 8.793, 1.027], [-3.134, 8.287, 0.785], [-2.866, 7.152, 1.602], [-1.791, 6.379, 1.105], [-7.199, 6.824, 4.710], [-5.737, 7.732, 5.161], [-6.935, 8.494, 4.103], [-7.399, 7.512, 2.079], [-7.058, 5.773, 2.318], [-6.433, 6.248, 0.084], [-4.900, 6.148, 0.933], [-4.785, 8.860, 2.091], [-4.621, 9.806, 0.621], [-2.414, 9.068, 1.055], [-3.014, 8.031, -0.274], [-2.029, 5.993, 0.108], [-1.644, 5.529, 1.775], [-0.868, 6.964, 1.074]], "e_homo_ev": -9.3, "smiles": "COCCCCCCCCCCCNC(=O)O.COCCOCCOC.COCCOCCOC"}